{
  "formula": "C3H5N3",
  "method": "the ωB97M-V functional and the def2-TZVPD basis",
  "e_homo_ev": -7.66,
  "total_energy_ev": -7659.7417,
  "orbital_gap_ev": 8.688,
  "largest_force_ev_per_a": 3.4,
  "e_above_lowest_kcal_mol": 62.6,
  "spin_multiplicity": 1,
  "lumo_ha": 0.038,
  "elements": ["N", "C", "C", "N", "C", "N", "H", "H", "H", "H", "H"],
  "positions_angstrom": [[1.93, -0.02, -0.02], [0.57, 0.09, 0.26], [-0.28, 1.05, -0.17], [-1.54, 0.49, -0.31], [-1.16, -0.97, 0.25], [-0.05, -1.05, 0.86], [2.36, -0.62, 0.66], [2.11, -0.38, -0.96], [-0.03, 2.09, -0.33], [-2.29, 1.17, -0.03], [-1.62, -1.84, -0.22]],
  "mulliken_charge": [-0.629, 0.226, -0.253, -0.315, -0.142, -0.383, 0.295, 0.236, 0.390, 0.254, 0.320]
}


{
  "formula": "C29H73FN5O5PSSbSiTi",
  "method": "the ωB97M-V functional and the def2-TZVPD basis",
  "e_homo_ev": -15.96,
  "total_energy_ev": -109303.9618,
  "orbital_gap_ev": 6.710,
  "largest_force_ev_per_a": 2.6,
  "e_above_lowest_kcal_mol": 51.6,
  "spin_multiplicity": 1,
  "lumo_ha": -0.340,
  "total_charge": 3,
  "elements": ["Ti", "C", "C", "N", "C", "C", "N", "C", "C", "N", "H", "H", "H", "H", "H", "H", "H", "H", "H", "H", "H", "H", "H", "H", "H", "C", "C", "C", "C", "O", "Si", "S", "O", "C", "C", "C", "C", "O", "C", "C", "C", "C", "H", "H", "H", "H", "H", "H", "H", "H", "H", "H", "H", "H", "H", "H", "H", "H", "H", "H", "H", "H", "H", "H", "H", "H", "H", "H", "H", "F", "C", "C", "C", "Sb", "C", "C", "C", "C", "C", "C", "H", "H", "H", "H", "H", "H", "H", "H", "H", "H", "H", "H", "H", "H", "H", "H", "H", "H", "H", "H", "H", "N", "C", "P", "O", "O", "C", "N", "H", "H", "H", "H", "H", "H", "H", "H", "H", "H"],
  "positions_angstrom": [[0.42, -0.14, -0.33], [4.66, -0.43, -0.29], [3.68, -1.22, -1.16], [2.41, -1.58, -0.48], [2.62, -2.37, 0.76], [2.74, -1.47, 2.01], [2.06, -0.18, 1.80], [2.83, 0.95, 2.35], [4.18, 1.14, 1.64], [4.05, 0.83, 0.20], [5.53, -0.19, -0.90], [5.00, -1.04, 0.54], [4.20, -2.13, -1.48], [3.42, -0.63, -2.05], [1.93, -2.21, -1.15], [3.51, -3.00, 0.67], [1.76, -3.03, 0.88], [3.79, -1.29, 2.24], [2.31, -2.01, 2.86], [1.18, -0.18, 2.32], [3.01, 0.83, 3.42], [2.23, 1.85, 2.20], [4.98, 0.54, 2.08], [4.47, 2.18, 1.76], [3.03, 0.76, 0.06], [-1.01, -3.51, 0.93], [-1.18, -2.61, 2.16], [-2.65, -2.64, 2.55], [-0.33, -3.11, 3.33], [-0.76, -1.25, 1.79], [-1.43, 0.13, 2.46], [-0.60, 1.53, 0.97], [-0.61, 0.37, 3.81], [-0.97, 0.83, 5.14], [-1.60, 2.21, 5.03], [-1.93, -0.17, 5.76], [0.34, 0.88, 5.93], [-3.00, 0.29, 2.54], [-4.16, 0.68, 1.76], [-3.96, 0.35, 0.29], [-5.35, -0.08, 2.34], [-4.33, 2.19, 1.96], [-1.38, -4.50, 1.16], [0.03, -3.60, 0.63], [-1.59, -3.11, 0.10], [-2.96, -3.66, 2.76], [-3.27, -2.26, 1.74], [-2.83, -2.05, 3.44], [-0.79, -3.99, 3.75], [-0.28, -2.35, 4.10], [0.67, -3.38, 3.01], [-2.53, 2.14, 4.46], [-0.93, 2.90, 4.53], [-1.83, 2.60, 6.02], [-2.83, -0.24, 5.15], [-2.22, 0.16, 6.75], [-1.47, -1.15, 5.84], [1.00, 1.65, 5.53], [0.84, -0.08, 5.90], [0.13, 1.13, 6.97], [-3.71, -0.71, 0.16], [-3.16, 0.95, -0.14], [-4.88, 0.55, -0.25], [-5.25, -1.15, 2.18], [-6.27, 0.26, 1.87], [-5.42, 0.10, 3.41], [-3.42, 2.71, 1.66], [-4.53, 2.41, 3.00], [-5.16, 2.55, 1.35], [-1.03, -0.95, -0.70], [1.25, 1.35, -5.29], [1.32, -0.16, -5.14], [0.87, -0.87, -6.40], [0.14, -0.76, -3.32], [-0.52, -2.86, -3.76], [-1.97, -3.07, -3.35], [0.40, -3.84, -3.05], [-1.85, 0.23, -3.47], [-1.84, 1.58, -2.76], [-2.39, 0.35, -4.88], [1.98, 1.69, -6.02], [1.46, 1.86, -4.34], [0.27, 1.66, -5.65], [2.35, -0.46, -4.91], [-0.18, -0.69, -6.61], [1.05, -1.94, -6.34], [1.45, -0.50, -7.24], [-0.42, -2.96, -4.84], [-2.13, -2.78, -2.31], [-2.21, -4.12, -3.45], [-2.65, -2.51, -3.99], [0.27, -3.78, -1.97], [1.44, -3.69, -3.32], [0.13, -4.86, -3.36], [-2.48, -0.45, -2.89], [-1.38, 2.33, -3.40], [-1.31, 1.51, -1.79], [-2.87, 1.89, -2.57], [-1.81, 1.06, -5.47], [-3.41, 0.72, -4.85], [-2.40, -0.60, -5.39], [4.57, 2.78, -1.54], [3.34, 2.77, -2.33], [1.95, 2.69, -1.08], [2.40, 3.17, 0.24], [1.49, 1.20, -1.10], [0.57, 3.89, -1.53], [0.04, 4.31, -0.22], [4.38, 1.67, -0.43], [4.66, 3.68, -1.07], [5.39, 2.68, -2.15], [3.33, 1.86, -2.94], [3.24, 3.63, -2.99], [-0.23, 3.49, -2.15], [1.02, 4.75, -2.03], [0.87, 4.50, 0.37], [-0.43, 3.48, 0.24], [-0.59, 5.11, -0.26]],
  "mulliken_charge": [1.629, -0.785, -0.536, -0.368, -0.582, -0.916, 1.011, -0.663, -1.103, 1.450, 0.606, 0.242, 0.672, -0.022, -0.199, 0.634, -0.224, 0.444, 0.704, -1.005, 0.745, 0.355, 0.432, 0.355, -1.694, -1.901, 1.694, -1.708, -1.402, 1.660, -2.844, -0.135, 0.043, 1.506, -1.425, -1.324, -1.620, 0.584, 1.706, -1.212, -1.710, -1.644, 0.709, 0.182, 0.350, 0.698, 0.241, 0.369, 0.470, 0.002, 0.356, 0.088, 0.274, 0.552, 0.070, 0.632, 0.296, 0.286, 0.338, 0.470, 0.197, -0.090, 0.788, 0.354, 0.464, 0.359, 0.148, 0.393, 0.520, -0.149, -1.202, 0.439, -1.526, -0.398, 0.577, -1.339, -1.494, 0.358, -1.102, -1.741, 0.508, 0.051, 0.224, 0.484, 0.263, 0.349, 0.501, 0.629, 0.084, 0.505, 0.295, 0.120, 0.339, 0.558, 0.498, 0.493, -0.124, 0.515, 0.302, 0.446, 0.368, -0.486, -0.954, 1.370, -0.989, 0.858, -0.500, 0.053, 0.623, 0.295, 0.287, 0.273, 0.552, -0.076, 0.589, 0.429, -0.590, 0.474]
}


{
  "formula": "C5H13NO",
  "method": "the ωB97M-V functional and the def2-TZVPD basis",
  "e_homo_ev": -7.67,
  "smiles": "CC(C)=C(C)N.O",
  "total_energy_ev": -8930.6923,
  "orbital_gap_ev": 8.575,
  "largest_force_ev_per_a": 4.0,
  "e_above_lowest_kcal_mol": 76.5,
  "spin_multiplicity": 1,
  "lumo_ha": 0.033,
  "elements": ["C", "N", "C", "C", "C", "C", "H", "H", "H", "H", "H", "H", "H", "H", "H", "H", "H", "H", "H", "O"],
  "positions_angstrom": [[0.55, 2.52, -1.03], [1.21, -0.29, -1.71], [0.08, 0.11, -0.95], [-0.38, 1.34, -0.82], [-1.65, 1.75, -0.19], [-0.26, -0.95, 0.16], [1.21, 2.11, -1.81], [1.24, 3.04, -0.27], [0.03, 3.39, -1.59], [1.44, 0.46, -2.37], [0.93, -1.04, -2.35], [-1.94, 2.89, -0.27], [-1.65, 1.63, 0.95], [-2.57, 1.32, -0.60], [-1.24, -1.33, -0.01], [0.59, -1.75, 0.25], [-0.05, -0.37, 1.31], [0.40, -5.43, 4.26], [1.52, -4.57, 3.54], [0.54, -4.83, 3.52]],
  "mulliken_charge": [-1.003, -0.662, 0.502, 0.485, -1.270, -1.059, 0.212, 0.237, 0.287, 0.277, 0.258, 0.307, 0.227, 0.331, 0.324, 0.340, 0.209, 0.314, 0.330, -0.645]
}